{
  "formula": "C6H6Cl2",
  "method": "ωB97M-V/def2-TZVPD",
  "total_charge": 0,
  "homo_ha": -0.3307,
  "homo_lumo_gap_ev": 9.95,
  "max_force_ev_per_a": 5.64,
  "spin_multiplicity": 1,
  "smiles": "Cl[C@H]1[C@@H]2C=C[C@H]1[C@@H]2Cl",
  "elements": ["H", "Cl", "C", "Cl", "H", "C", "H", "C", "C", "H", "C", "C", "H", "H"],
  "coordinates": [[2.2420, -0.8571, -1.2571], [-2.0423, 1.6594, -0.1106], [-0.0451, -0.2474, -1.0775], [-2.4462, -1.3164, 0.0101], [2.0965, -0.1460, 1.4320], [1.2708, 0.0022, 0.6894], [-0.4532, 0.7838, 1.9495], [-0.1766, 0.3643, 1.0357], [1.3375, -0.2738, -0.6855], [-0.5039, -1.8626, 0.5443], [-0.4227, 1.1889, -0.3181], [-0.7330, -0.8936, 0.2389], [0.2696, 2.0785, -0.3293], [-0.3933, -0.4802, -2.1219]],
  "lowdin_charge": [0.164, 0.661, -0.239, 0.562, 0.115, -0.067, 0.108, -0.255, -0.100, 0.044, -0.643, -0.616, 0.118, 0.149]
}



{
  "formula": "C24H53N6NiO6",
  "method": "ωB97M-V/def2-TZVPD",
  "total_charge": 2,
  "homo_ha": [-0.5246, -0.5240],
  "homo_lumo_gap_ev": [10.48, 8.23],
  "max_force_ev_per_a": 5.61,
  "spin_multiplicity": 4,
  "elements": ["H", "C", "H", "H", "H", "C", "C", "H", "N", "H", "N", "H", "C", "C", "H", "H", "H", "C", "H", "C", "C", "H", "O", "H", "H", "H", "H", "H", "H", "N", "H", "C", "O", "C", "C", "H", "H", "H", "C", "C", "H", "H", "H", "C", "H", "H", "H", "C", "H", "C", "H", "H", "C", "O", "H", "Ni", "H", "H", "H", "H", "C", "O", "H", "H", "C", "H", "C", "C", "H", "H", "N", "O", "H", "H", "H", "H", "H", "O", "H", "H", "H", "N", "C", "C", "H", "H", "C", "H", "H", "N"],
  "coordinates": [[-15.3639, -10.2298, 9.0427], [-6.0108, -13.9022, 7.0068], [-14.5273, -16.5647, 11.7304], [-6.3255, -14.2601, 6.0265], [-5.1092, -13.3122, 6.8422], [-13.1103, -10.9892, 10.0676], [-7.9126, -13.8014, 8.5520], [-10.0645, -10.5890, 15.3404], [-9.7434, -11.8915, 13.8556], [-11.5774, -12.8427, 13.1590], [-9.6618, -8.2916, 8.2310], [-7.5881, -11.7962, 6.3251], [-9.1695, -11.5922, 12.6680], [-14.0166, -11.8216, 6.3307], [-9.3758, -8.6826, 10.1676], [-9.8652, -9.7086, 6.6474], [-13.1230, -14.3912, 8.8084], [-9.2289, -6.9366, 8.5701], [-11.6908, -12.1051, 14.7454], [-11.8125, -15.0938, 4.6982], [-12.4868, -14.1290, 3.7034], [-14.2350, -15.8135, 8.8442], [-8.8192, -13.1665, 9.0611], [-9.4845, -13.0256, 6.1866], [-10.9313, -15.4838, 4.1888], [-10.7800, -8.1261, 6.4575], [-14.1708, -13.9644, 4.8901], [-13.0662, -14.6620, 2.9496], [-6.1404, -11.3357, 7.2035], [-12.0711, -13.4351, 6.6032], [-16.4203, -11.0010, 10.2006], [-10.9429, -15.6127, 7.0253], [-12.1165, -11.4940, 10.5354], [-9.8951, -8.6359, 6.8386], [-11.1753, -14.4377, 5.9833], [-7.7802, -11.1516, 7.9285], [-11.8820, -16.1182, 7.2504], [-9.0182, -12.0590, 15.8053], [-15.4607, -10.4948, 10.0956], [-13.4427, -13.2827, 4.4505], [-10.9468, -11.7015, 4.6547], [-8.1571, -6.7672, 8.6729], [-14.4525, -14.4241, 9.8762], [-12.8021, -12.5043, 5.6168], [-13.7781, -17.4756, 10.4313], [-14.7005, -11.2191, 5.7329], [-15.6141, -9.5754, 10.6606], [-13.5857, -16.7362, 11.2088], [-12.4050, -15.9675, 4.9697], [-9.6654, -9.1665, 9.2219], [-11.7062, -13.5487, 3.2115], [-9.6131, -6.2731, 7.7954], [-9.2568, -11.2753, 15.0863], [-11.1665, -14.0964, 10.5518], [-14.6424, -12.5236, 6.8817], [-10.5378, -12.4172, 9.7467], [-9.0709, -8.2107, 6.2659], [-13.7808, -11.0246, 7.0359], [-13.5961, -12.6398, 11.9098], [-11.5519, -10.8341, 6.0312], [-13.6960, -15.0737, 9.4361], [-9.6350, -11.9316, 11.5830], [-9.1230, -14.6634, 5.7573], [-12.3555, -10.7633, 4.4179], [-14.4524, -11.9695, 11.8354], [-8.2506, -11.0132, 12.8486], [-11.8673, -11.4008, 5.1551], [-7.1313, -11.7760, 7.3145], [-13.1484, -10.2301, 9.2710], [-9.6059, -6.6271, 9.5449], [-7.0282, -13.1718, 7.7297], [-11.6239, -12.7281, 7.8185], [-11.4841, -15.6515, 11.8800], [-10.7353, -13.5134, 14.5920], [-10.3559, -16.4758, 6.7116], [-7.7144, -14.8785, 8.6653], [-13.9979, -12.5930, 3.8148], [-9.9180, -10.3580, 9.0905], [-10.3635, -15.2986, 7.8934], [-9.8453, -13.5616, 4.4816], [-15.3273, -12.6078, 11.9584], [-14.3197, -11.2516, 10.5562], [-9.8012, -13.8397, 5.5346], [-11.0081, -12.6036, 14.0573], [-13.0204, -17.3368, 11.9214], [-8.3814, -10.6824, 14.8214], [-11.7951, -15.0590, 11.0057], [-5.6127, -14.7357, 7.5856], [-14.3974, -11.2023, 12.6078], [-12.9543, -15.5873, 10.5488]],
  "lowdin_spin": [0.000, 0.000, 0.000, 0.000, 0.000, 0.004, 0.003, 0.000, -0.001, 0.000, 0.000, 0.000, 0.003, 0.003, 0.000, 0.000, 0.000, 0.000, 0.000, 0.000, 0.000, 0.000, 0.021, 0.002, 0.000, 0.000, 0.001, 0.000, 0.000, 0.450, 0.000, 0.007, 0.022, 0.000, 0.030, 0.000, 0.000, 0.000, 0.001, 0.001, 0.000, 0.000, 0.000, 0.025, 0.000, 0.000, 0.000, 0.000, 0.000, 0.002, 0.000, 0.000, 0.000, 0.026, 0.000, 1.841, 0.000, 0.000, 0.000, 0.002, -0.001, 0.024, 0.002, 0.002, 0.000, 0.000, 0.018, 0.000, 0.000, 0.000, 0.000, 0.457, 0.001, 0.000, 0.000, 0.000, 0.000, 0.021, 0.000, 0.001, 0.000, 0.006, 0.026, 0.000, 0.000, 0.000, 0.005, 0.000, 0.000, -0.002]
}



{
  "formula": "C5H9BrN3O",
  "method": "ωB97M-V/def2-TZVPD",
  "total_charge": 1,
  "homo_ha": -0.4412,
  "homo_lumo_gap_ev": 8.57,
  "max_force_ev_per_a": 5.16,
  "spin_multiplicity": 1,
  "smiles": "C[C@@H]([NH3+])c1[nH]c(=O)[nH]c1Br",
  "elements": ["H", "C", "H", "H", "H", "H", "H", "C", "H", "C", "H", "O", "N", "H", "Br", "N", "N", "C", "C"],
  "coordinates": [[0.9819, 0.4320, 1.0694], [-3.1702, 0.5600, 0.3029], [-0.0216, 1.0318, -1.5951], [0.8258, -1.9864, 0.7929], [-3.5348, 1.0192, 2.4046], [-1.9554, -0.5409, -0.9510], [1.5901, 1.5116, -1.1128], [-1.5094, 1.0393, 1.6732], [1.7715, -1.3858, -0.4594], [0.4406, 0.1121, 0.2333], [0.0481, -1.8341, -0.7714], [-4.2163, 0.4536, -0.2488], [0.9080, 0.7846, -1.2220], [1.2527, 0.0246, -1.7121], [-0.6997, 1.6872, 3.1831], [-1.9220, 0.2845, -0.3589], [-2.8380, 0.9835, 1.5912], [0.8117, -1.3785, -0.0134], [-0.9233, 0.5081, 0.5636]],
  "lowdin_charge": [0.108, -0.474, 0.158, 0.055, 0.219, 0.159, 0.159, -0.739, 0.072, -0.181, 0.133, 0.134, 0.268, 0.096, 0.898, 0.141, 0.119, 0.000, -0.324]
}